(1)
C33H28ClN3O5PW as an isolated structure, computed with wB97M-V/def2-TZVPD.

```
72
C33H28ClN3O5PW wB97M-V/def2-TZVPD
C -4.21762 0.82342 -2.99100
C -1.54820 -0.90211 4.88923
H -4.08765 -1.19160 -2.27074
C 2.80265 -2.42891 1.84212
C 0.80070 2.46564 -1.23493
C 2.07770 1.93707 -1.04515
H 2.80085 -4.37174 1.02002
C 2.03734 -1.04112 3.70049
C -0.13291 2.73308 2.10314
H -3.41920 4.62496 2.37835
H 2.51661 -0.20174 3.19643
H -4.11316 2.89881 -3.53215
C -3.67159 2.10109 -2.95095
H -2.15794 3.36078 -2.14059
C -0.15638 -3.98690 -2.55801
C -1.02083 2.63729 1.04042
H -0.78057 -4.82426 -2.27206
C -0.17013 -1.06911 4.86096
C -1.98433 1.32556 -1.41468
H 2.36538 -1.00526 4.73683
C 3.05238 3.63324 -2.40779
H -1.75759 4.77270 4.19629
C 0.67443 3.61117 -2.02166
C -0.34754 3.47714 3.23877
H -2.96111 3.26908 0.37396
O -0.35554 -1.97837 0.47522
H 1.62367 -2.91544 -5.21898
C -1.55286 4.17054 3.32169
H 0.36650 -1.32338 5.76467
C -2.54042 0.04794 -1.45943
C -2.19996 -0.56827 3.71425
O 2.41171 -1.55989 1.00385
H -2.10907 -0.75609 -0.87655
H -1.93538 -0.19586 1.62410
H -5.08418 0.62859 -3.60806
N -0.11260 -0.58514 2.53053
N 2.56600 -2.27362 3.12965
C -0.50063 -2.88475 -0.41266
H 4.15640 -3.35700 0.51718
H 0.38643 3.52917 4.03071
C -2.48359 4.08879 2.29801
H 2.07736 -0.98373 -3.70476
H -1.16251 -3.70195 -0.12140
W 0.79193 -0.29160 0.54483
C 0.91237 -1.82210 -2.10237
O -0.55510 -5.95697 -4.32433
C -1.45106 -0.42945 2.56464
C 1.21069 -2.88105 -4.21851
Cl 1.42233 1.84218 1.99579
H -3.26967 -0.42127 3.67638
H 4.18234 2.07260 -1.44688
H 1.68229 5.06972 -3.21500
O 0.69161 -4.99929 -5.81205
C 0.53066 -0.90578 3.68031
C 0.09240 -2.90513 -1.67795
H 3.91858 4.09010 -2.86689
H 2.30931 1.05160 -0.40775
H 2.91582 -2.98284 3.75929
H -0.28895 4.07182 -2.18837
C -2.22461 3.32842 1.16454
H 4.13947 -4.09159 2.14144
N 0.16397 -5.07557 -4.73106
C -2.56033 2.35691 -2.16547
C 3.53176 -3.63565 1.36309
C 3.20424 2.50081 -1.61598
O 1.13155 -0.82800 -1.26576
C -3.65571 -0.20056 -2.24265
H -2.09634 -1.03047 5.81331
C 1.46391 -1.81258 -3.38178
C 1.79388 4.18395 -2.60494
C 0.41002 -3.94961 -3.79602
P -0.54994 1.62158 -0.38525
```

## Properties
Energy above the lowest of the compared OMol25 structures with the same formula, charge and spin   97.1 kJ/mol
Total charge   +3
Frontier orbital gap (alpha / beta)   6.86 / 6.79 eV
F_max   0.40 eV/Å
HOMO (alpha / beta)   -16.98 / -17.20 eV
E   -72993.05927 eV
2S+1   3

***

(2)
C33H28N9O5S4Sc as an isolated structure at a distorted geometry, computed with wB97M-V/def2-TZVPD.

```
80
C33H28N9O5S4Sc wB97M-V/def2-TZVPD
C -1.38021 1.71587 4.32481
O 2.20235 1.25379 2.85945
H 2.40562 3.73379 1.59181
H 1.58645 3.32822 4.47394
C -0.12648 6.51942 -3.31495
H 0.57150 7.49403 0.69892
N -1.54611 1.51287 -0.97524
N 2.77199 -5.33444 0.19254
S 1.61917 -2.12075 -4.08586
H -1.29523 -2.76587 0.82747
H 2.58487 6.06919 0.84622
N 0.07612 -0.95827 2.60471
C -0.74496 5.96237 1.43371
O 0.65138 7.24488 -2.76803
C 1.51579 4.35376 1.56071
C -1.25425 2.76758 -1.60712
H -1.80835 4.28523 2.21696
C 1.38454 1.56854 2.02954
Sc 0.09570 0.06104 -0.10962
C 4.64125 -5.17606 -1.32901
H -5.51311 -2.45562 0.12634
H 0.76390 2.71181 -0.87807
N 0.59612 -0.96693 4.89818
H -1.62777 2.37189 1.46834
C 1.18475 -1.17812 -2.78657
C 1.69787 -2.18523 1.94702
C -1.66861 1.65266 5.68689
C -1.82644 4.68278 -2.93270
C -2.17122 -2.20867 0.52407
C 0.03370 3.26233 -1.45026
C 1.61847 5.67329 1.13501
N 0.78740 -1.38292 3.59459
O -0.67845 6.87583 -4.49841
H -3.54059 -3.81669 0.84632
C -0.84201 4.65299 1.87743
H -0.32628 -0.55479 4.98234
H -1.62926 6.58657 1.39308
C 0.49055 6.47573 1.05751
C 0.11754 2.39008 2.39135
C 3.83869 -4.50770 -2.20438
C -2.73685 1.10418 -0.84769
S -0.34188 -0.36661 -2.67625
C -0.78031 2.18163 6.61041
C -2.18481 3.47284 -2.36060
S 2.12946 -0.96663 -1.35482
C 0.66988 2.86014 4.81075
H -3.59906 1.67657 -1.18092
H -2.06487 1.27639 3.61091
H 1.99550 -3.74237 -2.55125
H 0.75107 -1.76382 5.50162
C 1.96615 -4.71706 -0.72458
O 1.41480 1.25336 0.76056
H -1.16099 6.12968 -4.87040
O -0.91723 1.74512 1.63227
C -0.20987 2.31810 3.87728
H 1.09056 3.20172 6.87970
H -2.59180 1.19187 6.02055
N 1.79952 -2.15772 3.27030
C 0.39063 2.78609 6.16509
C -4.30453 -0.72747 -0.29512
H 4.15152 -4.09598 -3.15541
C 0.38145 4.47921 -2.00924
C -3.01613 -0.23452 -0.29505
S 0.34240 -4.40401 -0.48592
H 4.62770 -6.03623 0.64736
N 0.66387 -1.45834 1.52147
H -5.12205 -0.10814 -0.64193
C -0.54460 5.19245 -2.75577
C 4.03143 -5.54645 -0.11947
C 0.28103 3.83078 1.92359
H 1.37598 4.88183 -1.87139
H 5.68094 -5.37263 -1.53771
C -4.51589 -2.03491 0.12865
C -3.43443 -2.78741 0.53210
H -0.99926 2.13163 7.67023
H 2.34954 -2.74039 1.29414
H -2.56712 5.23554 -3.49974
N 2.55605 -4.30067 -1.89047
H -3.18082 3.09029 -2.53749
N -1.96682 -0.95843 0.12253
```

## Properties
Energy above the lowest of the compared OMol25 structures with the same formula, charge and spin   72.3 kJ/mol
Frontier orbital gap   5.66 eV
F_max   1.58 eV/Å
HOMO   -7.12 eV
E   -122369.10358 eV

***

(3)
C33H29BCl2F4IrNO2P2Te as an isolated structure, computed with wB97M-V/def2-TZVPD.

```
76
C33H29BCl2F4IrNO2P2Te wB97M-V/def2-TZVPD
C -2.18827 3.23680 -1.58678
C -0.58793 -2.74358 -4.34677
F 2.40094 1.99509 1.41396
H -4.85524 0.55094 -0.77947
H 1.37498 -2.32473 -3.58059
H -2.86362 0.77767 0.66101
C -4.26135 2.12987 -2.10950
C -0.50025 -2.50333 4.21687
H 4.06697 -5.35589 -1.79410
C -2.01805 2.38685 -0.49062
H -0.03197 -4.60169 -0.86194
C -1.61557 -2.18354 -0.19936
H -5.13919 2.04078 -2.73552
H 2.31054 7.29137 -0.11045
F 3.55111 0.55969 0.04300
H -0.46406 4.97449 2.17004
N -1.85929 -2.38436 -4.49041
Cl 1.45856 2.08684 4.08273
H -1.24314 -2.96735 4.85139
C -3.13113 -3.25421 -1.62507
C 1.59467 -1.33863 3.97917
O -2.47907 -1.61608 0.40804
H -0.30841 2.50281 5.59052
C 1.07451 4.21292 -0.76202
C 1.34095 -2.98593 -0.46637
C 1.81532 5.37100 -0.92151
H -3.05379 -3.84947 -2.52767
H -3.26769 -0.92937 -4.13275
H -3.65883 -3.78377 -0.83532
C 3.30254 -4.69083 -1.41473
F 4.66118 2.27625 1.12151
H -3.43555 3.75295 -3.24593
B 3.71050 1.31501 1.21926
C -1.37373 -0.37209 -3.28672
C 0.12979 1.61470 5.15089
H 0.83837 7.04333 1.85831
C 0.16682 5.08915 1.29700
H -1.73043 0.57131 -2.89446
C 0.64342 -1.94176 4.78195
H 2.49419 -0.90375 4.39404
H 0.51172 0.93933 5.90785
H -3.61954 -2.30455 -1.83005
C 1.98121 -5.11616 -1.36526
C 2.67401 -2.56286 -0.49366
H 4.67960 -3.09293 -1.00259
H 2.23366 -0.93167 1.99641
H 1.15209 3.41572 -1.49138
O -1.76016 -3.01190 -1.20860
H 0.78835 -1.98921 5.85326
C -4.10055 1.29002 -1.01502
C -0.70662 -2.45668 2.85158
H -1.45969 4.00903 -1.79448
P 0.17062 -1.83099 0.23815
C 0.90301 6.25147 1.12454
H -1.61676 -2.86400 2.43584
C 0.58758 -0.14027 -0.16645
Te 1.28673 0.45016 -2.03322
H 1.71695 -6.11047 -1.69892
C 1.72724 6.38970 0.01839
P -0.68133 2.56308 0.68282
C -0.05632 -0.77413 -3.11511
H -0.30376 -3.69426 -4.78363
H 2.95916 -1.57043 -0.16513
C -3.30385 3.09655 -2.39653
C -2.23146 -1.21325 -3.98155
C 3.64977 -3.42148 -0.97332
C 1.42113 -1.31815 2.59785
C 0.99522 -4.26939 -0.88781
H 2.47019 5.47552 -1.77579
C 0.25738 -1.85612 2.03580
F 3.88146 0.46746 2.30739
C 0.24359 4.06799 0.35043
Ir 0.42110 0.84839 1.40241
C 0.35470 -1.97547 -3.67366
C -2.98324 1.41555 -0.20628
Cl -1.11199 0.77490 4.21411
```

## Properties
Energy above the lowest of the compared OMol25 structures with the same formula, charge and spin   0.0 kJ/mol
Total charge   +1
Frontier orbital gap (alpha / beta)   6.24 / 6.10 eV
F_max   0.50 eV/Å
HOMO (alpha / beta)   -10.65 / -10.59 eV
E   -105575.35840 eV
2S+1   2